Formula: C4H4N2O2
Source: OMol25
Level of theory: the ωB97M-V functional and the def2-TZVPD basis

Results
* HOMO: -8.88 eV
* gap between HOMO and LUMO: 8.4791 eV

Cartesian coordinates (Å):
O1 0.84 -1.52 0.96
O2 -1.28 -1.19 0.33
N1 2.28 0.87 -0.05
N2 1.06 1.36 -0.51
C1 -0.01 -0.72 0.50
C2 -1.35 0.85 -0.77
C3 -2.01 -0.30 -0.48
C4 0.00 0.72 -0.12
H1 2.24 0.06 0.69
H2 -1.96 1.46 -1.40
H3 3.06 1.73 0.12
H4 -2.98 -0.51 -0.70